[1]
Formula: C7H9OPS2
Source: the OMol25 dataset
Level of theory: the ωB97M-V functional and the def2-TZVPD basis

```
20
Properties=species:S:1:pos:R:3
C -0.810 -1.182 -0.233
C -1.216 1.257 -0.303
C 0.544 -1.011 0.122
C 0.108 1.411 0.146
C -1.696 -0.087 -0.390
C 0.890 0.241 0.321
C -3.841 -0.892 0.206
O -2.964 -0.315 -0.795
P 3.863 0.523 0.553
S 4.660 -1.263 0.838
S 4.963 1.545 -1.014
H -1.035 -2.185 -0.556
H -1.868 2.063 -0.554
H 1.131 -1.880 0.339
H 0.613 2.331 0.219
H -3.324 -1.459 0.919
H -4.709 -1.221 -0.355
H -4.186 -0.053 0.987
H 4.073 1.581 1.577
H 4.803 0.596 -2.026
```

Summary:
- energy relative to the best compared isomer or geometry (same formula, charge and spin) (kJ/mol) = 384.44
- frontier orbital gap (eV) = 6.245
- multiplicity = 1
- HOMO (eV) = -8.05

Now the Mulliken charges, all in e: C -0.0093; C -0.3772; C -0.5104; C -0.6160; C 0.1740; C 0.0004; C -0.7592; O -0.3913; P 0.2358; S -0.3520; S -0.2725; H 0.3892; H 0.4618; H 0.4086; H 0.4191; H 0.4078; H 0.2410; H 0.2362; H 0.1291; H 0.1849



[2]
Formula: C15H7IrN3O5
Source: the OMol25 dataset
Level of theory: the ωB97M-V functional and the def2-TZVPD basis

```
31
Properties=species:S:1:pos:R:3
O -1.894 -5.100 -0.880
C -1.224 -4.177 -0.838
Ir 3.010 -1.655 -1.684
O 3.807 -4.594 -2.208
C 3.689 -3.452 -2.071
C 4.524 -0.504 -1.947
O 5.391 0.265 -2.064
C 2.940 -2.050 0.212
O 2.776 -2.375 1.314
C 2.129 -1.595 -3.433
O 1.485 -1.669 -4.385
N -5.138 2.756 4.304
C -4.295 2.462 3.532
C -3.260 2.053 2.611
C -2.747 0.751 2.700
C -1.733 0.333 1.810
C -1.254 1.217 0.835
C -1.762 2.514 0.751
C -2.765 2.930 1.639
N -0.227 0.817 -0.053
C 0.290 1.620 -1.065
C 1.298 0.935 -1.682
N 1.410 -0.286 -1.045
C 0.472 -0.366 -0.084
H -3.122 0.062 3.447
H -1.340 -0.663 1.893
H -1.373 3.208 0.000
H -3.168 3.945 1.579
H -0.067 2.603 -1.277
H 1.936 1.205 -2.492
H 0.213 -1.192 0.581
```

Summary:
- net charge = +3
- frontier orbital gap (alpha / beta) (eV) = 4.352 / 3.591
- multiplicity = 5
- HOMO (alpha / beta) (eV) = -15.27 / -19.02

Now the Mulliken charges, all in e: O -0.1215; C 0.1211; Ir 1.0369; O -0.1493; C 0.4393; C 0.4403; O -0.2275; C 0.3415; O -0.1839; C 0.3174; O -0.1729; N -0.0056; C 0.2203; C 0.5896; C -1.0577; C -0.7629; C 2.4066; C -0.6157; C -1.0608; N 0.3089; C -0.2366; C -0.8284; N -0.4619; C -0.2153; H 0.4831; H 0.2991; H 0.3042; H 0.4723; H 0.4561; H 0.4945; H 0.3689



[3]
Formula: C2H3BrF2
Source: the OMol25 dataset
Level of theory: the ωB97M-V functional and the def2-TZVPD basis

```
8
Properties=species:S:1:pos:R:3
C 0.289 1.092 -0.456
C -0.132 -1.155 0.421
F -1.429 -1.210 0.606
F 0.411 -2.048 -0.482
Br -1.217 2.065 0.163
H 1.236 1.511 0.050
H 0.307 0.657 -1.491
H 0.534 -0.912 1.189
```

Summary:
- energy relative to the best compared isomer or geometry (same formula, charge and spin) (kJ/mol) = 365.38
- frontier orbital gap (alpha / beta) (eV) = 9.018 / 8.735
- multiplicity = 1
- HOMO (alpha / beta) (eV) = -8.45 / -8.51

Now the Mulliken charges, all in e: C -0.6544; C 0.0808; F -0.1715; F -0.2114; Br -0.0904; H 0.3177; H 0.3383; H 0.3908



[4]
Formula: C2H5F2N2O
Source: the OMol25 dataset
Level of theory: the ωB97M-V functional and the def2-TZVPD basis

```
12
Properties=species:S:1:pos:R:3
C 0.541 0.080 -0.036
C 1.597 0.975 -0.703
N 0.796 -0.669 1.015
N -0.736 0.130 -0.405
O -1.637 -0.577 0.350
F 2.134 1.642 0.374
F 2.543 0.260 -1.268
H 1.115 1.744 -1.240
H 1.728 -1.000 1.144
H -0.056 -0.906 1.499
H -1.240 0.530 -1.172
H -2.266 -1.066 -0.198
```

Summary:
- energy relative to the best compared isomer or geometry (same formula, charge and spin) (kJ/mol) = 0.00
- net charge = +1
- frontier orbital gap (eV) = 11.390
- multiplicity = 1
- HOMO (eV) = -15.85

Now the Mulliken charges, all in e: C 0.3395; C 0.2604; N -0.2717; N 0.0641; O -0.4510; F -0.2281; F -0.1975; H 0.3117; H 0.2489; H 0.2949; H 0.2558; H 0.3729



[5]
Formula: C5H8N
Source: the OMol25 dataset
Level of theory: the ωB97M-V functional and the def2-TZVPD basis

```
14
Properties=species:S:1:pos:R:3
C 1.956 0.365 0.062
C 0.915 0.898 0.671
C 0.238 -1.408 0.528
C 1.052 -0.705 -0.502
C -2.218 0.663 -0.511
N -0.070 -0.017 0.115
H 3.048 0.577 -0.079
H 0.696 1.837 1.064
H -0.636 -2.025 0.370
H 0.496 -1.478 1.559
H 1.074 -1.047 -1.615
H -1.777 1.596 -0.895
H -2.430 -0.021 -1.298
H -2.346 0.765 0.530
```

Summary:
- energy relative to the best compared isomer or geometry (same formula, charge and spin) (kJ/mol) = 636.56
- net charge = +1
- frontier orbital gap (alpha / beta) (eV) = 7.715 / 7.715
- multiplicity = 1
- HOMO (alpha / beta) (eV) = -14.14 / -14.14

Now the Mulliken charges, all in e: C -0.1927; C -0.5557; C -0.3961; C -0.0929; C -0.2069; N -0.0960; H 0.3687; H 0.4282; H 0.3039; H 0.2492; H 0.2947; H 0.2569; H 0.3163; H 0.3225



[6]
Formula: C21H16FN5O2
Source: the OMol25 dataset
Level of theory: the ωB97M-V functional and the def2-TZVPD basis

```
45
Properties=species:S:1:pos:R:3
N -1.914 3.262 3.299
O 0.889 -3.132 3.531
F 2.505 2.623 -0.622
C -1.077 3.699 2.593
N -0.208 -1.287 -1.150
N 1.209 1.555 2.806
O -0.964 -3.670 -3.842
C 1.244 -1.964 3.356
C -0.162 -2.351 -1.861
C 0.152 -3.519 -0.968
C 0.611 -2.961 0.174
C 0.900 1.736 1.527
C 1.165 0.279 3.124
C 0.749 5.807 0.104
C 1.611 4.871 -0.512
C -0.047 5.392 1.184
C 0.606 0.718 0.618
C 1.673 3.526 -0.051
C -0.099 4.050 1.585
C 0.825 -0.935 2.424
C 0.823 3.115 0.982
C 0.479 -0.609 1.122
N 0.274 -1.554 0.073
N 1.882 -1.401 4.444
C 1.609 0.033 4.580
C -2.204 -3.724 -4.392
C -2.971 -2.564 -3.873
C -1.885 -1.549 -3.483
C -0.522 -2.345 -3.363
H 0.131 -4.574 -1.127
H 0.954 -3.421 1.028
H 0.705 6.838 -0.325
H 2.091 5.256 -1.467
H -0.752 5.981 1.708
H 0.293 0.892 -0.442
H 1.793 -1.947 5.263
H 0.813 0.281 5.270
H 2.567 0.631 4.810
H -2.267 -3.765 -5.570
H -2.610 -4.723 -4.058
H -3.487 -2.091 -4.641
H -3.625 -2.844 -3.033
H -1.906 -0.733 -4.286
H -2.128 -0.998 -2.491
H 0.280 -1.886 -4.046
```

Summary:
- energy relative to the best compared isomer or geometry (same formula, charge and spin) (kJ/mol) = 0.00
- frontier orbital gap (eV) = 8.516
- multiplicity = 1
- HOMO (eV) = -9.06

Now the Mulliken charges, all in e: N -0.5492; O -0.6475; F -0.2763; C -0.0467; N -0.9494; N -0.5834; O -0.4681; C 0.0943; C -0.0265; C -0.9798; C -0.2717; C 0.4886; C 0.2445; C -0.5505; C -0.5377; C -0.8940; C -0.2987; C 0.3918; C 0.6052; C -0.2283; C 0.5642; C 0.5955; N 0.7416; N -0.2588; C -0.3339; C -0.3584; C -0.5770; C -0.5301; C 0.3332; H 0.4504; H 0.4839; H 0.3478; H 0.3210; H 0.5089; H 0.4405; H 0.2913; H 0.2485; H 0.2756; H 0.2278; H 0.2477; H 0.3055; H 0.2650; H 0.3678; H 0.2459; H 0.2795



[7]
Formula: C3H8NO
Source: the OMol25 dataset
Level of theory: the ωB97M-V functional and the def2-TZVPD basis

```
13
Properties=species:S:1:pos:R:3
C 1.877 1.138 1.601
O 2.148 0.434 0.447
H 1.823 2.242 1.599
H 0.941 0.828 2.179
H 2.550 0.782 2.403
C -2.535 -0.375 -0.949
C -1.210 -0.877 -1.303
N 0.076 -0.746 -0.816
H -2.904 0.341 -0.198
H -3.210 -1.160 -1.224
H -1.402 -1.492 -2.277
H 0.431 -1.625 -1.299
H 1.415 0.511 -0.162
```

Summary:
- energy relative to the best compared isomer or geometry (same formula, charge and spin) (kJ/mol) = 185.57
- net charge = -1
- frontier orbital gap (eV) = 5.978
- multiplicity = 1
- HOMO (eV) = -1.89

Now the Mulliken charges, all in e: C -0.6268; O -0.4889; H 0.2441; H 0.2544; H 0.2350; C -0.8009; C -0.1306; N -0.5875; H 0.2263; H 0.1039; H 0.1178; H 0.0877; H 0.3655



[8]
Formula: C6H11N
Source: the OMol25 dataset
Level of theory: the ωB97M-V functional and the def2-TZVPD basis

```
18
Properties=species:S:1:pos:R:3
C -1.501 -1.183 -0.871
N -0.276 -1.209 -0.247
C 0.392 -0.185 0.362
C 0.625 0.940 -0.322
C 0.947 1.079 -1.843
C 0.581 0.596 2.728
C 0.491 -0.402 1.836
H -1.789 -2.255 -1.167
H -1.655 -0.447 -1.785
H -2.239 -0.766 -0.184
H -0.110 -2.160 0.225
H 0.958 1.856 0.116
H 0.403 0.155 -2.379
H 1.983 1.154 -2.341
H 0.234 1.843 -2.056
H -0.024 0.751 3.615
H 1.211 1.465 2.314
H -0.231 -1.232 1.999
```

Summary:
- energy relative to the best compared isomer or geometry (same formula, charge and spin) (kJ/mol) = 385.26
- frontier orbital gap (eV) = 8.311
- multiplicity = 1
- HOMO (eV) = -7.63

Now the Mulliken charges, all in e: C -0.8586; N -0.3486; C 0.8913; C -0.5398; C -1.0464; C -0.4706; C -0.4614; H 0.3178; H 0.1992; H 0.2970; H 0.3498; H 0.1987; H 0.1873; H 0.2992; H 0.3207; H 0.2768; H 0.1834; H 0.2043



Please write out number 7 again, unchanged.
Formula: C3H8NO
Source: the OMol25 dataset
Level of theory: the ωB97M-V functional and the def2-TZVPD basis

```
13
Properties=species:S:1:pos:R:3
C 1.877 1.138 1.601
O 2.148 0.434 0.447
H 1.823 2.242 1.599
H 0.941 0.828 2.179
H 2.550 0.782 2.403
C -2.535 -0.375 -0.949
C -1.210 -0.877 -1.303
N 0.076 -0.746 -0.816
H -2.904 0.341 -0.198
H -3.210 -1.160 -1.224
H -1.402 -1.492 -2.277
H 0.431 -1.625 -1.299
H 1.415 0.511 -0.162
```

Summary:
- energy relative to the best compared isomer or geometry (same formula, charge and spin) (kJ/mol) = 185.57
- net charge = -1
- frontier orbital gap (eV) = 5.978
- multiplicity = 1
- HOMO (eV) = -1.89

Now the Mulliken charges, all in e: C -0.6268; O -0.4889; H 0.2441; H 0.2544; H 0.2350; C -0.8009; C -0.1306; N -0.5875; H 0.2263; H 0.1039; H 0.1178; H 0.0877; H 0.3655